(1)
This record from the OMol25 dataset describes a cluster of 8 separate species, C26H64ClN10O22P4 in total. The level of theory is ωB97M-V/def2-TZVPD.

Positions of all 127 atoms, in Å:
C 5.4640 -1.6509 -0.3990
C 6.7424 -1.4560 -1.2378
C 7.9718 -0.8974 -0.4851
C 8.4252 0.5261 -0.8571
C 7.8429 1.6286 0.0282
C 6.3361 1.8353 -0.1543
C 5.9590 2.4330 -1.5201
C 4.6268 1.9228 -2.1020
C 3.4825 2.9301 -2.0007
C 2.8976 3.0802 -0.5788
C 1.3901 3.2943 -0.4914
N 0.3746 2.1834 -0.6468
P -1.3169 2.8828 0.0884
N -0.9555 2.9559 1.7143
O -1.1480 4.4085 -0.4122
C -0.0188 1.8431 -2.0952
P -0.7892 2.9764 -3.4105
O -0.0344 4.4171 -3.1902
Cl -2.6609 3.5136 -2.8224
C -0.6001 0.3693 -2.0367
P -2.2170 0.0110 -2.9176
N -2.2132 -1.7042 -2.8218
O -1.6195 0.3007 -4.4268
C -0.4797 -0.0721 -0.5376
P -2.0019 -0.2886 0.4935
O -1.7687 -0.0670 1.9290
O -3.2539 0.5510 -0.0098
O -2.3489 -1.8025 0.1339
C 0.7124 0.8033 -0.0531
C 1.9564 0.2110 -0.7566
C 1.0160 0.8238 1.4597
C 1.7986 -0.3754 2.0268
C 1.0607 -1.6979 2.0645
O 0.4969 -2.1230 3.0179
O 1.1023 -2.3943 0.8754
H 5.6778 -1.5648 0.6690
H 5.0341 -2.6411 -0.5537
H 4.6832 -0.9255 -0.6394
H 6.5329 -0.8288 -2.1091
H 7.0124 -2.4327 -1.6402
H 7.8146 -0.9758 0.5951
H 8.8137 -1.5554 -0.7076
H 9.5131 0.5697 -0.7756
H 8.1957 0.7036 -1.9121
H 8.0199 1.3401 1.0682
H 8.3569 2.5776 -0.1470
H 5.8353 0.8752 -0.0063
H 5.9921 2.5067 0.6393
H 6.7461 2.1912 -2.2359
H 5.9463 3.5237 -1.4436
H 4.3634 0.9881 -1.6029
H 4.7677 1.6688 -3.1547
H 3.8788 3.9029 -2.3049
H 2.7025 2.6950 -2.7334
H 3.2857 4.0157 -0.1648
H 3.2729 2.3117 0.0925
H 1.1794 3.7465 0.4776
H 1.1217 4.0395 -1.2309
H -1.7188 2.5872 2.2746
H -0.6134 3.8170 2.1246
H -0.9015 5.0512 0.2634
H 0.9426 1.7633 -2.6105
H 0.9093 4.3456 -3.3910
H 0.1303 -0.2142 -2.6005
H -1.4625 -2.1033 -2.2694
H -2.1203 -2.1084 -3.7491
H -2.2719 0.1150 -5.1167
H -0.1362 -1.1061 -0.5595
H -3.2273 0.8900 -0.9220
H -2.7327 -2.2522 0.9008
H 1.9417 -0.8678 -0.6241
H 2.0210 0.4141 -1.8219
H 2.8762 0.5692 -0.3108
H 1.5901 1.7248 1.6898
H 0.1089 0.8964 2.0411
H 2.7763 -0.5032 1.5632
H 1.9719 -0.1462 3.0786
H 1.4199 -3.2982 1.0187
C -2.8384 3.3192 -7.1455
N -2.9315 2.4435 -8.3446
O -3.0152 1.2441 -8.1531
O -2.9126 2.9841 -9.4257
H -2.8632 2.6828 -6.2688
H -1.9039 3.8684 -7.2127
H -3.6816 4.0034 -7.1645
C -0.1128 -4.8147 4.8931
N 0.8009 -4.9501 6.0581
O 1.4811 -3.9969 6.3701
O 0.8029 -6.0277 6.6223
H -0.0287 -3.8160 4.4837
H 0.1739 -5.5635 4.1629
H -1.1176 -5.0144 5.2532
C -5.2222 6.3755 -1.7914
N -6.0625 6.2687 -3.0187
O -5.6237 5.6011 -3.9365
O -7.1216 6.8517 -3.0144
H -4.3266 5.7991 -1.9854
H -5.0085 7.4277 -1.6307
H -5.8019 5.9777 -0.9638
C -5.4488 0.5062 2.8053
N -5.9516 1.7808 3.3850
O -5.8777 2.7819 2.7004
O -6.4051 1.7359 4.5088
H -5.0866 0.7183 1.8068
H -4.6491 0.1561 3.4525
H -6.2744 -0.2001 2.7969
C -1.7664 -8.6835 4.8283
N -1.8288 -8.2376 3.4088
O -2.4836 -8.8842 2.6252
O -1.1968 -7.2339 3.1203
H -2.3668 -9.5795 4.9252
H -0.7217 -8.8629 5.0639
H -2.1477 -7.8707 5.4388
C 0.0954 -7.3514 0.2499
N 0.9447 -6.4553 -0.5833
O 0.7988 -6.4685 -1.7842
O 1.7262 -5.7346 0.0158
H -0.5667 -7.9108 -0.3994
H 0.7585 -8.0041 0.8093
H -0.4536 -6.7116 0.9310
C -9.8110 0.6581 5.2367
N -10.3215 -0.1249 4.0772
O -9.6051 -0.2071 3.0962
O -11.4136 -0.6348 4.1890
H -8.8339 1.0339 4.9630
H -10.5163 1.4597 5.4326
H -9.7624 -0.0172 6.0854

Force components x, y, z for each atom (eV/Å):
0.0 0.0 0.0
-0.1 -0.1 0.1
0.1 -0.1 -0.3
0.0 0.0 0.2
-0.3 -0.2 -0.1
0.1 0.2 0.1
0.1 -0.3 0.0
0.1 0.1 -0.2
0.0 0.0 0.1
0.2 0.2 -0.2
0.1 -0.1 0.1
-0.4 0.3 -0.1
0.0 -0.1 0.1
-0.6 0.7 -0.2
0.0 -0.2 0.2
0.0 -0.1 0.4
0.3 -0.1 -0.6
0.1 -0.1 0.5
-0.2 0.1 0.1
0.3 0.6 0.0
0.0 -0.2 0.0
0.4 0.2 -0.1
0.0 -0.3 0.1
-0.4 0.2 -0.8
0.0 -0.1 0.3
-0.2 0.1 -0.1
0.2 -0.1 0.0
0.1 0.1 0.2
0.4 -0.7 0.1
0.1 0.1 -0.1
-0.1 0.1 0.1
-0.1 0.1 0.2
0.2 0.1 -0.6
-0.1 -0.3 0.5
0.6 0.3 -0.1
0.0 0.0 0.0
0.0 0.0 0.0
0.0 0.0 0.0
0.0 0.0 0.0
0.0 0.0 -0.1
0.0 0.1 0.0
0.0 0.0 0.1
0.0 0.0 0.0
0.1 0.0 0.0
0.1 0.1 0.0
0.1 0.0 0.0
0.0 0.0 0.0
-0.1 -0.1 0.0
0.0 0.0 0.0
0.0 0.0 -0.1
0.0 0.1 -0.1
0.0 0.0 0.0
-0.1 0.0 -0.1
0.0 -0.1 0.1
0.0 0.0 0.1
-0.1 0.0 0.0
0.0 -0.1 0.1
-0.2 0.0 0.0
0.2 -0.3 0.1
0.2 -0.1 0.0
0.1 0.1 0.0
-0.1 0.0 0.0
-0.1 0.1 -0.3
-0.2 -0.2 0.0
-0.1 -0.1 0.1
-0.2 0.0 0.0
0.0 0.2 -0.1
0.1 0.0 0.2
-0.2 -0.2 -0.1
0.0 -0.1 -0.1
0.0 0.0 0.0
0.0 0.0 0.0
-0.1 -0.1 0.0
0.1 -0.1 -0.1
0.0 0.0 -0.1
-0.1 -0.1 -0.1
0.0 0.1 0.0
-0.5 -0.2 0.0
0.0 0.0 0.2
0.0 -0.1 0.0
0.0 0.0 0.0
0.0 0.0 0.0
0.0 0.0 0.0
0.0 0.0 -0.1
0.0 0.0 -0.1
0.0 0.2 -0.1
0.0 0.0 0.0
0.0 0.0 0.0
0.0 0.0 0.0
0.1 0.0 0.1
0.0 -0.1 0.1
0.0 -0.1 0.0
0.0 -0.1 -0.1
0.0 0.0 0.0
0.0 0.0 0.0
0.0 0.0 0.0
0.1 0.0 0.1
0.0 0.0 0.0
0.0 0.0 0.0
0.1 0.0 -0.1
-0.1 0.0 0.0
0.1 0.0 0.1
0.0 0.0 0.0
0.0 0.0 0.0
0.0 0.0 0.0
0.0 0.0 0.1
-0.1 -0.1 0.0
0.0 0.0 0.0
0.0 0.0 0.0
-0.1 0.0 0.1
0.0 0.0 0.0
0.0 0.0 0.0
0.0 0.0 0.0
0.0 0.0 -0.1
-0.1 0.0 0.0
0.0 0.0 0.1
0.0 0.1 0.0
0.0 0.0 0.0
0.0 0.0 0.0
0.0 -0.1 0.1
0.1 0.0 -0.1
0.0 0.0 0.0
0.0 0.0 0.0
0.0 0.0 0.0
0.0 0.1 0.1
0.0 0.0 0.0
-0.1 0.0 0.0

Properties
Total charge ... +1
F_max ... 0.91 eV/A
Multiplicity ... 1
Calculated total energy ... -137603.0979 eV

Mulliken atomic charge list, values in e, 8 entries: C -0.663; C -0.567; C -0.820; C -0.668; C -1.208; C 0.170; C -0.970; C -0.359

***

(2)
This record from the OMol25 dataset describes a cluster of 11 separate species, C26H64O15 in total at a distorted geometry. The level of theory is ωB97M-V/def2-TZVPD.

Positions of all 105 atoms, in Å:
C 5.5445 3.1663 4.2078
C 5.7773 2.8921 3.0726
C 6.0411 2.5242 1.6885
C 5.4819 1.1504 1.3727
O 6.4769 0.0948 1.3804
C 5.9670 -0.9647 0.7025
O 6.5751 -1.9843 0.5461
C 4.5636 -0.5944 0.2180
C 4.0815 -1.3615 -0.9916
C 3.5146 -2.7553 -0.7158
O 2.1245 -2.8322 -1.0966
C 1.2064 -3.2454 -0.1833
C 1.3220 -2.8328 1.2622
O 0.2722 -3.9265 -0.5579
C 4.7862 0.9110 0.0500
C 3.6118 1.7925 -0.3738
C 2.8044 2.4586 0.7661
C 1.3140 2.5360 0.4066
C 0.5809 1.3638 1.0574
O -0.8176 1.5787 1.0380
C -1.4703 1.0510 2.2026
H 5.3528 3.3460 5.2373
H 5.6151 3.2690 1.0235
H 7.1192 2.5536 1.5341
H 4.7830 0.8455 2.1498
H 3.9395 -0.8665 1.0792
H 3.3079 -0.7938 -1.5010
H 4.8932 -1.4592 -1.7105
H 4.0288 -3.4535 -1.3682
H 3.6864 -3.1014 0.2968
H 1.3571 -1.7613 1.4265
H 0.4548 -3.2399 1.7636
H 2.1897 -3.3295 1.6896
H 5.4818 0.9325 -0.7935
H 2.9224 1.1967 -0.9679
H 3.9723 2.5778 -1.0300
H 3.1822 3.4668 0.9128
H 2.9414 1.9249 1.7035
H 1.1984 2.4812 -0.6703
H 0.8542 3.4356 0.8047
H 0.7809 0.4430 0.4977
H 0.9447 1.2787 2.0807
H -1.4784 1.8134 2.9782
H -0.9435 0.1569 2.5267
H -2.4768 0.7828 1.8988
C 1.9555 5.2784 -2.0423
O 2.5096 4.1273 -2.6853
H 2.7161 5.6929 -1.3855
H 1.6734 6.0329 -2.7803
H 1.0828 5.0117 -1.4487
H 1.8332 3.7634 -3.2621
C -2.8938 -2.5495 0.7769
O -2.2872 -2.5126 2.0676
H -2.9438 -1.5342 0.3884
H -2.2894 -3.1613 0.1042
H -3.9070 -2.9594 0.8361
H -2.2445 -3.4174 2.3901
C -3.1046 -2.9290 -2.9708
O -4.2335 -2.0997 -3.2378
H -2.7012 -2.6359 -2.0060
H -3.4039 -3.9792 -2.9397
H -2.3427 -2.7902 -3.7393
H -4.5761 -2.3705 -4.0970
C -0.7854 -0.7140 -5.0734
O 0.6166 -0.7507 -4.8245
H -0.9497 -0.1333 -5.9779
H -1.1782 -1.7230 -5.2232
H -1.3160 -0.2376 -4.2438
H 0.7586 -1.2680 -4.0269
C 0.0100 8.4087 -0.1874
O -0.0556 6.9943 -0.3482
H 0.7559 8.7826 -0.8838
H -0.9515 8.8756 -0.4150
H 0.3098 8.6758 0.8291
H -0.7145 6.6598 0.2659
C -3.8395 -1.7650 -6.7502
O -3.8789 -3.0809 -6.1926
H -3.6192 -1.0746 -5.9396
H -3.0533 -1.6933 -7.5052
H -4.8004 -1.4964 -7.1942
H -4.0718 -3.7020 -6.8988
C -5.6961 0.1013 -0.2606
O -5.1750 0.1981 1.0647
H -5.7219 1.1030 -0.6820
H -5.0574 -0.5301 -0.8851
H -6.7105 -0.3066 -0.2498
H -5.1572 -0.6965 1.4148
C -5.9831 1.0274 -3.8321
O -6.2983 1.1634 -5.2163
H -4.9187 0.8208 -3.7600
H -6.2048 1.9491 -3.2869
H -6.5324 0.1951 -3.3842
H -7.2384 1.3448 -5.2882
C -0.7667 -2.6155 5.6994
O -1.9061 -1.8023 5.4139
H -0.3666 -2.3044 6.6608
H -1.0448 -3.6669 5.7561
H 0.0013 -2.4775 4.9305
H -2.2511 -2.0860 4.5625
C -0.5733 -5.5093 8.6567
O -1.0418 -5.3156 7.3244
H 0.4964 -5.6919 8.6044
H -0.7526 -4.6210 9.2679
H -1.0573 -6.3708 9.1233
H -1.9884 -5.1555 7.3726

Force components x, y, z for each atom (eV/Å):
-0.1 0.0 0.8
0.1 0.0 -0.5
0.5 -0.1 0.1
-0.2 -0.4 -0.3
0.3 0.1 0.1
0.0 -0.2 0.0
-0.1 0.1 0.0
0.3 -0.5 0.1
0.1 -0.2 -0.1
0.3 0.2 -0.6
-0.1 -0.2 0.7
-1.1 -0.6 -0.5
0.2 -0.5 -0.1
0.8 0.8 0.1
-0.7 -0.2 -0.6
-0.1 0.1 0.9
0.0 0.1 -0.8
0.0 -0.6 0.8
-0.3 0.4 -0.5
0.0 0.0 0.3
0.3 0.1 -0.9
0.0 0.1 0.0
-0.2 0.1 -0.1
0.1 -0.2 -0.2
-0.2 0.4 0.2
-0.4 0.5 0.1
-0.2 0.1 0.0
0.1 0.1 0.0
-0.1 -0.2 0.0
-0.1 0.1 0.2
0.2 0.2 -0.2
-0.2 0.1 0.1
0.2 0.2 0.2
0.5 0.4 0.2
0.0 -0.1 -0.2
0.0 0.0 -0.2
0.1 0.1 0.2
-0.1 0.0 0.2
-0.2 0.3 -0.2
0.0 0.2 -0.1
0.3 -0.2 0.2
0.0 -0.2 0.2
-0.1 -0.1 0.3
-0.1 -0.2 0.3
-0.2 0.0 0.2
-0.1 -0.3 -0.2
0.1 0.1 0.1
0.0 0.0 0.0
0.0 0.1 0.1
0.0 0.1 0.1
0.0 0.0 0.0
0.1 -0.2 0.0
0.0 0.1 0.2
0.1 0.1 0.1
-0.1 0.0 -0.1
0.0 0.0 -0.1
0.0 0.0 -0.1
-0.3 0.1 -0.2
0.0 0.0 0.1
0.0 0.0 0.0
0.2 0.0 0.1
0.1 -0.1 0.1
0.0 0.0 -0.1
0.2 -0.1 0.2
-0.1 0.1 -0.1
0.1 0.0 0.0
-0.1 0.1 -0.1
-0.1 0.0 -0.1
0.0 0.0 0.0
-0.1 -0.2 0.1
0.0 0.2 0.0
0.0 0.0 0.0
0.0 0.1 0.0
0.0 0.1 0.0
0.0 -0.1 0.0
0.0 -0.2 -0.1
0.0 0.2 0.2
0.0 0.0 0.0
0.0 0.1 0.0
0.0 0.1 0.0
0.0 0.0 0.0
0.1 -0.1 0.2
-0.1 0.0 -0.2
0.0 0.0 0.0
-0.1 0.0 -0.1
0.0 0.0 -0.1
0.1 0.0 0.2
-0.1 0.0 -0.2
0.1 0.0 0.1
0.0 0.0 0.0
0.0 0.0 0.1
0.1 0.0 0.1
0.0 0.0 0.0
-0.3 0.2 -0.4
0.1 -0.1 0.1
0.0 0.0 0.0
0.2 0.0 0.0
0.1 0.0 0.1
-0.1 0.2 -0.1
-0.2 0.0 -0.1
0.0 -0.2 0.2
0.0 0.0 0.0
0.1 0.0 0.1
0.1 0.0 0.1
0.0 0.0 0.0

Properties
SMILES string ... C#CC[C@@H]1OC(=O)[C@H](CCOC(C)=O)[C@H]1CCCCOC.CO.CO.CO.CO.CO.CO.CO.CO.CO.CO
F_max ... 1.36 eV/A
Multiplicity ... 1
Calculated total energy ... -58705.4389 eV

Mulliken atomic charge list, values in e, 8 entries: C 0.038; C -0.596; C -0.866; C 0.287; O -0.448; C 0.388; O -0.612; C 0.327

***

(3)
This record from the OMol25 dataset describes a cluster of 4 separate species, C26H65N6O in total at a distorted geometry. The level of theory is ωB97M-V/def2-TZVPD.

Positions of all 98 atoms, in Å:
C 3.2049 2.6227 -4.6241
C 3.1917 1.4308 -3.6188
C 1.7426 1.0208 -3.2077
C 1.6161 0.3942 -1.7864
N 1.9515 -1.0560 -1.7253
C 3.3650 -1.2712 -1.3856
C 3.5764 -2.4880 -0.4144
N 5.0413 -2.6844 -0.1580
C 5.8383 -2.7730 -1.4350
C 5.0112 -2.5316 -2.7232
O 5.9730 -2.2667 -3.7387
N 4.1132 -1.3911 -2.6521
H 2.9669 3.5696 -4.1176
H 4.1887 2.7201 -5.1124
H 2.4723 2.3966 -5.4201
H 3.8728 1.6020 -2.7668
H 3.6202 0.5750 -4.1751
H 1.1174 1.9312 -3.2953
H 1.3577 0.3282 -3.9766
H 0.5445 0.4647 -1.5093
H 2.1436 0.9889 -1.0103
H 1.3913 -1.4811 -0.9922
H 3.7616 -0.3778 -0.8443
H 3.1775 -3.3948 -0.8936
H 3.1082 -2.2967 0.5650
H 5.4029 -1.9341 0.4320
H 5.1540 -3.5551 0.3599
H 6.2035 -3.8134 -1.4973
H 6.7429 -2.1482 -1.4137
H 4.4712 -3.4520 -3.0194
H 5.7818 -2.8886 -4.4391
H 3.3962 -1.4870 -3.3648
C -6.0198 1.1733 -1.3876
C -4.9822 2.2771 -1.5364
N -3.6786 1.9253 -0.9969
C -2.7725 3.0597 -0.8960
C -2.3279 3.7399 -2.1937
C -3.0882 0.6994 -1.5058
C -2.8495 0.5910 -3.0116
H -6.1231 0.8697 -0.3442
H -6.9910 1.5332 -1.7302
H -5.7723 0.2931 -1.9838
H -5.3545 3.1513 -0.9954
H -4.9252 2.5659 -2.5956
H -1.8818 2.7568 -0.3359
H -3.2547 3.8157 -0.2674
H -1.5881 3.1463 -2.7313
H -1.8552 4.6977 -1.9608
H -3.1635 3.9465 -2.8629
H -3.7259 -0.1357 -1.2012
H -2.1404 0.5136 -0.9888
H -3.6930 0.9552 -3.5990
H -2.6936 -0.4568 -3.2833
H -1.9527 1.1325 -3.3123
C -1.1830 -3.2947 0.1247
C -0.3996 -4.5935 0.1590
N 0.4664 -4.7069 1.3189
C 1.4121 -5.8103 1.2205
C 0.8469 -7.2315 1.1868
C -0.1715 -4.5514 2.6214
C -1.3087 -5.5106 2.9791
H -0.5148 -2.4307 0.1787
H -1.7389 -3.2292 -0.8119
H -1.9072 -3.2255 0.9369
H 0.2224 -4.6231 -0.7420
H -1.1011 -5.4343 0.0802
H 2.1347 -5.7390 2.0403
H 2.0063 -5.6626 0.3088
H 0.5077 -7.5556 2.1689
H 1.6290 -7.9293 0.8770
H 0.0234 -7.3349 0.4801
H -0.5543 -3.5293 2.6911
H 0.5952 -4.6039 3.3996
H -2.0079 -5.6569 2.1547
H -1.8780 -5.1040 3.8176
H -0.9359 -6.4834 3.2947
C -0.6324 5.2998 5.9472
C -1.5006 4.3299 5.1577
N -1.9857 4.8755 3.9017
C -3.0206 4.0606 3.2825
C -2.6375 2.6554 2.8122
C -0.9705 5.3909 2.9970
C 0.1273 4.4299 2.5305
H -1.1597 6.2370 6.1324
H -0.3766 4.8618 6.9135
H 0.3051 5.5231 5.4347
H -2.3634 4.0810 5.7816
H -0.9399 3.3946 5.0118
H -3.4487 4.6097 2.4383
H -3.8421 3.9646 3.9995
H -2.0510 2.6825 1.8955
H -3.5427 2.0841 2.5908
H -2.0812 2.0992 3.5687
H -0.4903 6.2471 3.4786
H -1.4633 5.8190 2.1195
H 0.5229 3.8203 3.3448
H 0.9628 5.0022 2.1184
H -0.2224 3.7677 1.7384

Force components x, y, z for each atom (eV/Å):
0.0 -0.6 0.4
0.1 -0.3 -1.1
0.8 0.4 0.2
-1.4 0.3 -0.5
0.9 0.2 1.0
0.3 0.3 0.3
-0.9 0.8 -0.7
-0.1 0.0 -0.3
0.5 -1.0 -0.8
0.1 0.6 -0.6
-0.3 -0.4 0.7
0.2 -0.9 1.1
-0.1 -0.3 -0.3
-0.3 0.0 0.3
0.2 0.4 0.3
-0.4 0.1 -0.2
0.0 0.4 0.4
0.1 -0.4 0.4
0.0 0.1 0.5
0.5 -0.1 -0.1
0.0 -0.3 -0.5
-0.2 0.1 -0.1
-0.2 -0.4 -0.2
0.2 0.1 0.4
0.0 -0.2 -0.5
-0.1 0.1 0.0
0.1 0.1 0.1
-0.1 0.5 0.0
-0.6 0.2 0.1
0.2 0.1 0.4
0.3 -0.1 -0.5
0.2 0.1 -0.1
0.0 -0.1 0.0
-0.1 -0.2 -0.1
0.3 0.1 0.3
-0.1 0.2 0.1
0.2 0.1 0.0
-0.2 -0.3 0.0
0.2 -0.2 -0.1
0.1 0.0 0.0
0.0 0.0 0.0
0.0 0.0 0.0
0.2 0.1 0.0
-0.1 0.0 0.0
0.0 -0.2 -0.1
-0.1 -0.1 0.0
-0.1 0.0 -0.1
0.0 0.0 0.0
0.0 0.0 0.0
-0.1 0.1 0.0
0.0 0.2 0.1
0.0 0.0 0.0
0.0 0.0 0.0
-0.1 0.1 -0.1
-0.1 0.1 -0.1
-0.2 0.0 0.0
0.7 0.1 0.1
0.1 -0.1 -0.1
0.2 -0.2 0.0
-0.3 0.3 0.1
0.0 0.0 0.2
0.0 0.0 0.1
0.0 0.0 0.0
0.0 0.0 0.0
0.1 -0.2 0.1
-0.1 0.0 -0.1
-0.1 0.1 0.1
-0.1 0.1 -0.1
-0.1 0.0 0.0
0.0 0.0 0.0
0.0 0.0 0.0
0.0 0.0 -0.1
0.1 -0.1 -0.2
0.0 0.0 0.0
0.0 0.0 0.0
-0.1 0.0 -0.1
0.1 0.0 0.0
0.2 0.1 0.1
-0.2 0.0 -0.2
-0.2 0.0 0.1
-0.1 -0.1 -0.1
0.1 0.2 0.1
0.1 0.0 -0.2
0.0 0.0 -0.1
0.0 0.0 0.0
0.0 0.0 0.0
-0.1 0.0 -0.2
0.0 -0.1 0.1
0.1 0.1 0.0
0.1 0.0 0.1
0.1 0.0 0.1
0.0 0.0 0.0
0.0 0.1 0.0
0.0 -0.1 0.1
-0.2 -0.1 0.1
0.0 0.0 0.0
0.0 0.0 0.0
0.0 -0.1 0.1

Properties
Total charge ... +1
F_max ... 1.50 eV/A
Multiplicity ... 1
Calculated total energy ... -38996.4532 eV

Mulliken atomic charge list, values in e, 8 entries: C -1.419; C -0.146; C -0.541; C -0.081; N -0.369; C 0.329; C -1.253; N 0.045